A structure of composition C4H7N2 in a non-equilibrium geometry, computed with wB97M-V/def2-TZVPD.

```
13
Properties=species:S:1:pos:R:3:forces:R:3
C -1.61008 -0.07019 0.16017 1.018 -1.152 -0.176
C -1.11306 -1.24916 -0.21583 -1.034 -2.501 -1.358
C 1.30464 -1.00402 -0.80699 1.602 1.585 1.140
C 0.36368 1.45044 0.68532 0.400 0.147 0.553
N -0.44551 0.60062 -0.13743 1.678 1.768 -0.812
N 0.14098 -0.61476 -0.48967 0.222 -1.462 -0.455
H -2.43418 0.40671 0.52972 -2.206 0.684 0.798
H -1.40107 -2.20899 -0.69633 0.049 0.875 0.919
H 2.17654 -0.28859 -0.69697 -1.288 -0.704 -0.566
H 1.55645 -2.04636 -0.95808 -0.548 -0.070 -0.198
H 0.49693 0.98524 1.72412 0.959 0.335 -1.521
H 1.21266 1.73841 -0.04466 -0.880 -0.166 2.143
H -0.24798 2.30064 0.94663 0.029 0.661 -0.468
```
Forces are in eV/Å.

Computed properties:
HOMO-LUMO gap: 8.80 eV
LUMO: -5.41 eV
Total energy: -265.72000 Eh
Charge: +1